{"formula": "C3H10NO2", "method": "the ωB97M-V functional and the def2-TZVPD basis", "spin_multiplicity": 1, "total_charge": 1, "de_lowest_kj_mol": 377.3, "energy_ha": -325.1738, "orbital_gap_ev": 9.4, "homo_energy_ev": -13.708, "symbols": ["C", "C", "C", "N", "O", "O", "H", "H", "H", "H", "H", "H", "H", "H", "H", "H"], "positions_angstrom": [[2.457, 0.212, -0.051], [-2.763, 0.005, -0.035], [0.114, -0.349, -0.392], [1.050, 0.640, 0.154], [0.036, -1.523, 0.187], [-1.588, 0.671, 0.117], [3.145, 0.938, 0.375], [2.620, -0.755, 0.422], [2.662, 0.112, -1.116], [-3.516, 0.752, 0.262], [-2.865, -0.859, 0.636], [-2.975, -0.277, -1.073], [0.065, -0.387, -1.474], [0.854, 0.781, 1.157], [0.858, 1.540, -0.309], [-0.154, -1.501, 1.140]]}